1:
17
Properties=species:S:1:pos:R:3 method="wB97M-V/def2-TZVPD" total_charge=+1 gap_ev=9.794 e_lumo_ev=-4.30
C -1.0918 -2.0670 -1.1974
C 0.0680 -0.0892 0.3289
C -1.7784 1.2821 -0.5812
C 2.3826 0.3418 1.2649
N -1.0980 -1.7690 -0.0228
N -0.4286 1.0416 0.0381
N 1.2474 -0.5285 0.7436
H -1.6623 -2.9232 -1.3890
H -0.6516 -1.4586 -2.0705
H -2.5972 1.0197 0.1112
H -1.9234 2.3009 -0.6090
H -2.0108 0.8605 -1.5333
H 3.2633 0.4187 0.4367
H 2.8163 -0.1913 2.0763
H 1.9612 1.3826 1.5816
H 0.1584 1.9527 0.0608
H 1.3447 -1.5738 0.7610


2:
17
Properties=species:S:1:pos:R:3 method="wB97M-V/def2-TZVPD" total_charge=+1 gap_ev=11.497 smiles=C[C@H]1N2CNC[N@H+]12 e_lumo_ev=-3.19
C -1.0911 1.3677 -0.1321
C -1.3337 -0.6530 0.8796
C 0.9439 -0.0711 -0.1157
C 2.1633 -0.4902 -0.8697
N -1.3836 0.7365 1.1300
N -0.1505 0.4853 -0.8396
N -0.3076 -0.7867 -0.2468
H -1.9899 1.4013 -0.7573
H -0.6860 2.3704 -0.0257
H -1.0568 -1.2522 1.7471
H -2.2772 -1.0123 0.4525
H 1.1238 0.2575 0.9095
H 2.9384 0.2588 -0.7224
H 1.9576 -0.5653 -1.9353
H 2.5397 -1.4408 -0.4972
H -0.8449 1.0676 1.9167
H -0.5451 -1.6735 -0.8936


3:
17
Properties=species:S:1:pos:R:3 method="wB97M-V/def2-TZVPD" total_charge=+1 gap_ev=10.575 smiles="C[C@@]1(N)C=C[NH2+]N1" e_lumo_ev=-3.47
C 1.0262 0.5378 -0.3649
C 1.6210 0.2318 0.7748
C -0.3480 -0.1922 -0.5039
C -1.2078 1.0643 -0.7216
N -0.5430 -0.6709 1.0077
N -0.5046 -1.0826 -1.5309
N 0.7071 -0.6363 1.6733
H 1.4609 1.0877 -1.1835
H 2.6221 0.6437 1.0994
H -2.3023 0.7807 -0.9789
H -0.8837 1.6216 -1.5914
H -0.8465 1.7631 0.0522
H -1.2782 -0.1491 1.4957
H 0.1159 -1.8639 -1.6759
H -1.5066 -1.3952 -1.7478
H 1.2125 -1.4710 1.5162
H 0.6552 -0.2697 2.6793


4:
17
Properties=species:S:1:pos:R:3 method="wB97M-V/def2-TZVPD" total_charge=+1 gap_ev="7.628 / 7.929" e_lumo_ev="-4.57 / -4.21"
C -1.6662 0.1527 0.0862
C -0.0646 1.9778 -0.4080
C -2.3880 -1.0621 0.3725
C 1.3259 -1.0711 -0.3568
N -1.0927 1.1401 -0.1468
N 1.2353 -0.4015 0.8031
N 1.3141 0.9050 0.7593
H 0.3518 1.7690 -1.4099
H -0.1065 2.9194 0.1692
H -2.0313 -1.9200 -0.1941
H -3.4969 -1.0883 0.3501
H -1.9686 -1.1211 1.4572
H 0.3068 -1.2163 -0.8492
H 1.9994 -0.5585 -1.0142
H 1.7528 -2.1304 -0.0890
H 2.0192 1.3990 0.1430
H 1.0786 1.2567 1.6710


Least stable: 4


1:
17
Properties=species:S:1:pos:R:3 method="wB97M-V/def2-TZVPD" total_charge=+1 gap_ev=8.545 smiles="CN1CN=[N+](C)C1" e_lumo_ev=-5.39
C -0.3617 1.0658 1.2386
C -0.6262 -0.3876 -0.5104
C -0.0816 -1.3252 1.6885
C 0.6903 1.0637 -2.1346
N 0.2790 1.5951 0.0999
N -0.7637 -0.2959 0.9228
N 0.1522 0.8214 -0.8454
H 0.3009 1.1405 2.1081
H -1.2253 1.7167 1.4553
H -0.1228 -1.3014 -0.8437
H -1.5993 -0.3097 -1.0190
H -0.4896 -2.2929 1.4078
H 1.0043 -1.3288 1.5385
H -0.2967 -1.1662 2.7422
H -0.1080 1.0428 -2.8804
H 1.4038 0.2788 -2.3974
H 1.1884 2.0327 -2.1478


2:
17
Properties=species:S:1:pos:R:3 method="wB97M-V/def2-TZVPD" total_charge=+1 gap_ev="7.824 / 7.824" e_lumo_ev="-4.99 / -4.99"
C 1.2107 0.9641 0.4814
C 0.1016 0.7269 -0.5643
C -0.2788 -1.3823 0.4041
C -2.2657 -0.1422 -0.2450
N 2.3360 0.0917 0.1872
N 2.3040 -0.7810 -0.6372
N -0.8280 -0.3150 -0.1585
H 1.4869 1.9359 0.4103
H 0.8053 0.5473 1.4433
H -0.6870 1.5896 -0.7600
H 0.5796 0.2586 -1.4286
H 0.8414 -1.3393 0.2401
H -0.8457 -2.1542 0.8070
H -2.6791 -0.4045 0.6775
H -2.6325 0.9389 -0.6019
H -2.6512 -0.8250 -1.0467
H 3.2025 0.2907 0.7911


Least stable: 2


1:
8
Properties=species:S:1:pos:R:3 method="wB97M-V/def2-TZVPD" total_charge=+1 gap_ev="9.646 / 9.630" e_lumo_ev="-7.57 / -7.59"
C 1.5117 0.4419 -0.0927
C 0.9763 -0.6917 0.1016
O -3.2255 0.3391 -0.2135
O -1.1039 0.1347 0.1203
O -2.2717 -0.3396 0.1051
H 2.5799 0.5437 -0.3642
H 0.7283 1.3058 0.2794
H 0.8048 -1.7339 0.0641


2:
8
Properties=species:S:1:pos:R:3 method="wB97M-V/def2-TZVPD" total_charge=+1 gap_ev="9.713 / 9.693" e_lumo_ev="-7.76 / -7.79"
C -1.3225 -0.9571 -0.0562
C -0.8175 0.1416 0.3796
O 2.9302 1.4030 -0.3630
O 1.1732 0.1301 -0.3474
O 1.8611 1.0867 0.1047
H -2.3417 -1.0616 0.1508
H -0.9118 -1.8705 -0.5769
H -0.5710 1.1278 0.7083


Least stable: 1


1:
13
Properties=species:S:1:pos:R:3 method="wB97M-V/def2-TZVPD" gap_ev=9.202 smiles="C=[NH+][O-].CN" e_lumo_ev=0.80
C -1.9697 -0.1768 -0.4627
C 2.2231 1.1539 0.0605
N 1.7288 -0.0336 0.0360
N -1.0137 -0.6815 0.5151
O 2.3380 -1.1038 -0.2023
H -1.5658 -0.3428 -1.4602
H -2.9558 -0.6515 -0.4033
H -2.0936 0.8952 -0.3115
H 3.2691 1.3093 -0.1378
H 1.5813 1.9856 0.2801
H 0.7008 -0.1390 0.2381
H -1.3606 -0.5347 1.4574
H -0.8819 -1.6805 0.3906


2:
13
Properties=species:S:1:pos:R:3 method="wB97M-V/def2-TZVPD" gap_ev=9.656 smiles="C/N=C/N.O" e_lumo_ev=0.86
C 0.0772 2.0036 0.8246
N 1.1104 -1.3499 0.0644
C 0.9739 -0.1650 0.8119
N -0.0948 0.5345 0.6418
H 0.8310 2.4135 0.1369
H 0.0643 2.2723 1.8906
H -0.9656 2.3330 0.5237
H 0.5483 -1.3457 -0.8089
H 1.2263 -2.2110 0.7056
H 1.8201 -0.0372 1.5240
H -1.9524 -2.3035 -2.1235
H -2.2010 -0.7119 -1.9093
O -1.4377 -1.4328 -2.2819


Least stable: 1


1:
13
Properties=species:S:1:pos:R:3 method="wB97M-V/def2-TZVPD" gap_ev=9.867 smiles=COCNN e_lumo_ev=1.04
C -0.6165 -0.3071 0.0291
C 0.8921 -0.2568 -1.7553
N -0.7913 -0.2758 1.4503
N -0.0179 0.6695 2.1584
O 0.7289 -0.4970 -0.2579
H -1.7555 -0.2829 1.7596
H -0.1724 1.6178 1.8024
H 0.9572 0.4302 2.0020
H -1.2499 -1.1050 -0.3868
H -0.9085 0.6434 -0.5258
H 0.6963 0.7961 -1.9875
H 1.9377 -0.5087 -1.8991
H 0.2997 -0.9238 -2.3895


2:
13
Properties=species:S:1:pos:R:3 method="wB97M-V/def2-TZVPD" gap_ev=10.521 smiles="NC=O.CN" e_lumo_ev=0.90
C -0.5810 -0.5487 -1.6713
N 0.8521 -0.6420 -1.3064
H -0.7844 -0.8344 -2.7028
H -1.1957 -1.1484 -1.0043
H -0.8720 0.4935 -1.5908
H 1.2828 0.2253 -1.6232
H 1.3279 -1.3738 -1.8357
C -0.0235 1.1800 2.2779
N 0.0164 0.0296 1.5771
O 0.1518 2.2908 1.8107
H -0.2089 1.0523 3.3542
H 0.3758 0.0198 0.6237
H -0.3412 -0.7439 2.0909


3:
13
Properties=species:S:1:pos:R:3 method="wB97M-V/def2-TZVPD" gap_ev=9.410 e_lumo_ev=1.05
C 1.4453 -1.6416 1.9453
C -0.4746 -0.4259 1.2640
N 0.7311 -0.7465 1.0268
N -0.6687 1.0660 -1.1334
O 1.4077 -0.3550 0.0057
H 2.4077 -1.1958 2.1913
H 0.8640 -1.7889 2.8544
H 1.6161 -2.6008 1.4563
H -1.2530 0.7790 0.3149
H -0.9603 -0.7932 2.1548
H 0.2457 0.6200 -0.8979
H -0.5059 1.9792 -1.5461
H -1.1469 0.4730 -1.8011


Least stable: 3


1:
28
Properties=species:S:1:pos:R:3 method="wB97M-V/def2-TZVPD" total_charge=+1 gap_ev=11.326 e_lumo_ev=-2.84
K 17.5360 13.3778 17.0353
C 17.7031 15.0307 19.5909
C 17.4726 13.6326 20.0760
O 17.4029 12.6755 19.1204
H 16.7457 15.3426 19.1736
H 18.4024 15.1470 18.7629
H 17.9555 15.7539 20.3663
H 16.5669 13.6251 20.6825
H 18.3410 13.4754 20.7159
H 17.5543 11.7796 19.4305
C 16.5498 15.5572 14.3983
C 16.2809 14.0891 14.7823
O 17.5120 13.3908 14.9648
H 16.8665 15.6282 13.3578
H 17.2705 15.9979 15.0872
H 15.6428 16.1356 14.5740
H 15.6190 13.5793 14.0822
H 15.7724 14.1005 15.7464
H 17.9066 13.2385 14.1030
C 14.6402 15.2489 17.6521
C 15.7836 16.2389 17.3271
O 16.9736 15.5089 17.0610
H 13.6550 15.6920 17.7975
H 14.8730 14.7259 18.5797
H 14.5366 14.5560 16.8171
H 15.9301 16.9685 18.1235
H 15.5009 16.8143 16.4455
H 17.6956 16.1376 17.1325


2:
28
Properties=species:S:1:pos:R:3 method="wB97M-V/def2-TZVPD" total_charge=+1 gap_ev=10.532 e_lumo_ev=-3.03
K -0.8414 0.3739 -0.7118
C 1.5713 2.8263 0.1535
C 2.3020 2.4708 -1.1029
O 1.3969 1.6032 -1.7841
H 0.6067 3.2493 -0.1271
H 2.0986 3.6228 0.6785
H 1.3571 1.9936 0.8233
H 3.2725 1.9991 -0.9491
H 2.4233 3.3879 -1.6793
H 1.7451 1.5697 -2.6780
C 3.1681 -1.4847 -1.1514
C 2.2932 -1.3586 0.1155
O 0.9958 -1.6303 -0.1583
H 2.7583 -0.9584 -2.0135
H 3.1995 -2.5270 -1.4687
H 4.1710 -1.0771 -1.0249
H 2.3616 -0.3216 0.4441
H 2.7084 -2.0219 0.8742
H 0.8391 -2.5591 -0.3441
C -5.1500 -0.8785 1.2992
C -3.6851 -0.8027 1.6978
O -2.9503 -1.2915 0.6105
H -5.7157 -0.4342 2.1182
H -5.5841 -1.8636 1.1280
H -5.3015 -0.4165 0.3237
H -3.4665 -1.4737 2.5285
H -3.3653 0.1928 2.0054
H -3.2087 -2.1901 0.3930


Least stable: 1


1:
21
Properties=species:S:1:pos:R:3 method="wB97M-V/def2-TZVPD" gap_ev=8.919 e_lumo_ev=-0.28
C -0.3890 1.8115 -1.4404
C -1.8840 3.3256 -0.2241
C 1.4350 0.9563 -0.4468
C 0.7883 -0.2924 0.1741
C 0.5884 -0.5775 1.5369
C 0.2224 -1.8687 1.9389
C 0.0947 -2.8952 1.1984
C 0.2383 -2.8930 -0.1895
C 0.3090 -1.4791 -0.5948
H -2.0356 2.7763 -2.1264
H 2.4352 1.2774 0.1191
H 1.3504 0.8457 -1.6129
H 0.5270 0.2502 2.2845
H 0.2089 -1.8571 3.2310
H -0.2913 -3.8447 1.7320
H -0.1348 -3.7839 -0.6561
H 0.1461 -1.2591 -1.6658
N -1.9004 2.0042 -1.0444
N -2.1911 4.1981 0.5816
O 0.0876 1.3913 -2.5090
O 0.3949 1.9142 -0.2864


2:
21
Properties=species:S:1:pos:R:3 method="wB97M-V/def2-TZVPD" gap_ev="7.414 / 7.412" smiles="C[C@]1([N+](=O)[O-])C=c2ccccc2=N1" e_lumo_ev="-1.20 / -1.20"
C 2.8912 -0.4851 0.7894
C 2.7868 -1.0649 -0.5260
C 1.7922 -0.0569 1.4424
C 1.6755 -0.9850 -1.3292
C -0.7042 0.4702 0.9988
C 0.5812 -0.0381 0.7211
C 0.5219 -0.4832 -0.6340
C -1.4823 0.3034 -0.3381
C -2.1416 1.6233 -0.7421
N -0.5725 -0.2869 -1.2963
N -2.5175 -0.7567 0.2231
O -3.5695 -0.2878 0.5714
O -2.1891 -1.9135 0.3158
H 3.8271 -0.2874 1.2231
H 3.6395 -1.6082 -0.9305
H 1.9423 0.6030 2.4016
H 1.7619 -1.4959 -2.3384
H -1.2250 0.8786 1.8265
H -2.8571 1.5108 -1.5168
H -1.4982 2.3432 -1.0938
H -2.6626 2.0172 0.2318


Least stable: 1


1:
9
Properties=species:S:1:pos:R:3 method="wB97M-V/def2-TZVPD" gap_ev=10.808 smiles=Nc1nnn[nH]1 e_lumo_ev=0.55
C 0.1330 -0.1751 -0.1359
H 2.0940 -0.2046 -0.8088
H 1.5332 -0.8451 0.8370
H -0.1081 1.7480 0.1819
N 1.5291 -0.0436 0.0719
N -0.7020 -1.2574 -0.0707
N -1.9447 -0.7401 -0.0197
N -1.9207 0.5766 0.0593
N -0.6139 0.9413 -0.1150


2:
9
Properties=species:S:1:pos:R:3 method="wB97M-V/def2-TZVPD" gap_ev=10.454 smiles=Nc1nn[nH]n1 e_lumo_ev=1.15
N 0.1411 -1.7252 0.1385
C 0.0402 -0.3793 -0.1336
N -0.1517 0.4689 0.8666
N -0.3286 1.5980 0.2035
N -0.2329 1.4961 -1.0975
N 0.0041 0.2323 -1.3448
H 0.3245 -1.8459 1.1278
H 0.7130 -2.3065 -0.4533
H -0.5097 2.4616 0.6928


Least stable: 1


1:
9
Properties=species:S:1:pos:R:3 method="wB97M-V/def2-TZVPD" gap_ev=8.173 e_lumo_ev=-0.33
C 0.7931 0.3171 0.0377
H 2.7249 0.7479 -0.2163
H 1.9614 2.1383 -0.4327
H -0.5143 2.1919 -0.0348
H -2.0399 -0.6041 1.0669
N 1.9136 1.1492 -0.1131
N -0.5015 0.8352 0.4724
S 0.9875 -1.2728 0.0047
S -2.0360 0.0061 -0.2000


2:
9
Properties=species:S:1:pos:R:3 method="wB97M-V/def2-TZVPD" gap_ev=9.107 smiles="S/N=C/NS" e_lumo_ev=0.72
C 0.0202 0.1553 -0.1247
H -2.7775 -0.8229 1.2409
H 0.1024 -1.5346 1.0584
H -0.7232 0.9123 -0.2753
H 2.9747 1.8445 -1.1321
N -0.5196 -0.8827 0.5969
N 1.3173 0.2188 -0.3567
S -2.0347 -1.5357 0.3299
S 1.6405 1.6448 -1.3372


Least stable: 1


1:
21
Properties=species:S:1:pos:R:3 method="wB97M-V/def2-TZVPD" total_charge=+1 gap_ev="6.777 / 7.046" e_lumo_ev="-5.05 / -4.83"
C 0.1690 1.4240 0.3298
C -1.1347 -0.4016 0.7060
C -0.6393 2.5937 0.1727
C 1.5022 1.1779 0.7796
C -0.1602 -0.9871 -1.5726
C 0.5647 -2.2066 0.5108
N -0.5588 -1.4056 -0.1331
I -3.0977 -0.1112 -0.1828
H -1.4732 2.3262 -0.6268
H -0.0662 3.5206 0.1473
H -1.2557 2.4077 1.0525
H 2.1274 1.8576 0.1622
H 1.5800 1.5010 1.8748
H 1.7891 0.1659 0.6267
H 0.2405 -0.0151 -1.4348
H 0.4261 -1.6482 -2.0840
H -1.1894 -0.9175 -1.9882
H 0.1631 -3.1932 0.9110
H 1.4301 -2.3650 -0.2276
H 0.8086 -1.6078 1.3821
H -1.2256 -2.1157 -0.4055


2:
21
Properties=species:S:1:pos:R:3 method="wB97M-V/def2-TZVPD" total_charge=+1 gap_ev=8.228 e_lumo_ev=-5.85
C -1.6097 0.5154 0.0872
C -0.3386 -0.3498 -0.2007
C -0.7356 0.0837 1.0980
C 0.7895 0.1763 -0.9271
C -0.7194 -1.8830 -2.0061
C -0.4932 -1.8163 -0.3889
N 0.7240 2.2632 1.7359
I -0.6846 -0.4090 3.0893
H -1.6055 1.5494 -0.2363
H -2.4353 -0.0803 -0.0782
H 0.9954 1.1800 -0.5448
H 0.4221 0.2972 -2.0676
H 1.5979 -0.5974 -0.9767
H -1.3672 -2.7178 -2.1263
H 0.0979 -1.9232 -2.6528
H -1.3338 -1.0696 -2.2308
H 0.4138 -2.4317 -0.0707
H -1.4536 -2.1594 0.0288
H 0.2016 2.9289 2.2430
H 0.9558 2.7532 0.8139
H 1.4622 2.1305 2.3470


Least stable: 1


1:
32
Properties=species:S:1:pos:R:3 method="wB97M-V/def2-TZVPD" total_charge=+1 gap_ev="6.341 / 8.044" e_lumo_ev="-6.35 / -5.36"
C -0.4290 0.1363 -4.2306
C -1.0246 -0.1443 0.4227
C -2.4369 -1.6476 -2.3545
C -2.2438 -1.7887 -0.9356
C 0.1832 -1.6070 -1.2194
C 0.1610 -1.7106 -2.7414
C 0.7997 0.0941 2.7386
C 2.2131 1.3433 1.0180
C 0.0597 2.3523 2.0269
C 0.7456 1.1031 1.5763
N 0.1191 -0.6064 -3.4523
N -0.9848 -1.2318 -0.4411
O -1.9743 0.1608 1.0976
O 0.9315 -2.6439 -3.3771
O 0.0884 0.6090 0.3798
H -0.1954 1.0979 -4.5619
H -2.7649 -2.5473 -2.9198
H -2.0522 -0.7031 -2.8157
H -3.0284 -1.3517 -0.1251
H -2.2010 -2.8106 -0.7569
H 0.4359 -2.6732 -1.0519
H 1.1230 -0.9760 -0.9258
H 0.8515 -0.9615 2.2896
H 1.5559 0.3351 3.4082
H -0.1556 -0.0375 3.2660
H 2.0859 1.6435 0.0088
H 2.9619 0.5371 1.3535
H 2.6272 2.1694 1.6653
H -1.0336 2.2167 1.9229
H 0.1548 2.5142 3.1051
H 0.3429 3.2671 1.5028
H 1.2817 -3.3665 -2.8781


2:
32
Properties=species:S:1:pos:R:3 method="wB97M-V/def2-TZVPD" total_charge=+1 gap_ev=9.447 e_lumo_ev=-2.81
C -1.9217 1.4006 -0.4919
C -0.6720 1.2841 -0.1785
C -4.1590 1.0481 0.3727
C -3.2270 1.5464 -0.7274
C -3.1967 0.0186 -0.1334
C 1.1584 -0.2105 2.7244
C -0.0069 -0.0954 -0.1018
C 1.9068 0.4534 1.5645
C 2.1614 -1.3052 -0.1674
C 2.6416 -1.0709 -1.5947
N -3.2884 -0.9076 -1.2768
N 1.4872 -0.0760 0.2194
O -2.2027 -1.1690 -1.7882
O -4.3277 -1.3854 -1.5933
O 3.0082 0.3576 -1.7662
H 0.0682 2.0634 -0.1596
H -4.0820 1.3427 1.3578
H -5.1327 1.0175 -0.0805
H -3.5380 1.7769 -1.7569
H 0.0794 -0.1215 2.9092
H 1.4431 -1.2640 2.5850
H 1.6347 0.3027 3.5942
H 0.0318 -0.5563 -1.1479
H -0.6009 -0.7062 0.5300
H 3.0515 0.2166 1.4594
H 1.7350 1.5567 1.5698
H 2.9791 -1.4831 0.5281
H 1.4810 -2.1201 -0.2595
H 3.5682 -1.8021 -1.8115
H 2.0338 -1.2633 -2.4876
H 2.0105 0.5978 -0.4770
H 3.8755 0.5537 -1.4143


Least stable: 2